Entry 1:
C4H20NO6 | ωB97M-V with the def2-TZVPD basis set

```
31
C4H20NO6 (ωB97M-V with the def2-TZVPD basis set)
C 0.3937 0.1500 1.6702
N 0.4983 -1.1080 0.8965
C 0.1336 -0.7631 -0.4828
O -1.0664 -0.0890 -0.4700
C -0.9913 0.3010 2.2569
C -1.6241 1.6755 2.3450
H 0.6936 1.0276 1.0645
H 1.4080 -0.0339 2.3458
H -0.1950 -1.8437 1.1990
H -0.0052 -1.7014 -0.9852
H 0.7423 -0.0493 -1.0881
H -1.7073 -0.1877 1.5378
H -1.0495 -0.3083 3.1803
H -1.0768 2.5465 2.8550
H -2.6848 1.4583 2.7625
H -2.0253 1.9938 1.3263
H 2.4961 -1.7376 1.3935
H 3.4005 -1.0039 0.3849
O 3.5061 -1.6018 1.2759
H 0.4176 0.6426 -3.2816
H 1.6868 -0.3805 -3.5291
O 1.4226 0.5327 -3.3810
H -1.1119 0.0995 -2.0110
H -1.9709 0.9148 -3.1181
O -1.0844 0.6191 -2.9681
H -3.3103 -1.7412 -1.1333
H -2.4265 -0.8935 -0.1386
O -3.1380 -1.7124 -0.2126
H 2.4812 1.5024 -0.8358
H 2.9100 0.5632 -1.7486
O 3.2774 1.1285 -1.1098
```

Energy above the lowest of the compared OMol25 structures with the same formula, charge and spin: 2.130 eV
Orbital gap: 8.4 eV
HOMO energy: -4.959 eV
LUMO: 0.128 Eh
Net charge: -1

Entry 2:
C4H20NO8 | ωB97M-V with the def2-TZVPD basis set

```
33
C4H20NO8 (ωB97M-V with the def2-TZVPD basis set)
O 1.7275 -1.8518 -2.8592
C 1.2538 -0.7463 -2.5661
N 1.0032 -0.2862 -1.3212
C 0.2944 0.9619 -1.1682
C -1.2249 0.7392 -1.2823
C -1.7437 -0.1176 -0.1528
O -2.5261 0.3083 0.6713
H 1.0917 -0.0115 -3.3856
H 1.0699 -0.8505 -0.3761
H 0.5932 1.7183 -1.9062
H 0.5376 1.3726 -0.1650
H -1.7417 1.7064 -1.2856
H -1.4344 0.2609 -2.2435
H -1.4356 -1.1763 -0.0736
H -2.0225 2.7413 4.1241
H 1.5679 -3.3928 -0.3813
H 1.6979 -3.2489 -1.8548
O 1.6615 -3.9571 -1.1685
H 1.6549 -1.5438 1.5274
H 0.4181 -0.2083 1.8494
O 0.8565 -1.3532 1.0214
H -0.7282 0.6052 2.5572
H -1.5804 2.5997 3.5448
O 0.2354 0.6256 2.4923
H 0.7649 2.0301 1.9236
H 1.3101 3.3345 2.5504
O 1.0484 2.9888 1.6891
H -0.3721 3.8244 1.1589
H -1.8027 3.4144 0.8536
O -1.2403 4.2019 0.8845
H -0.6894 -2.2989 1.0361
H -0.9657 -3.6015 0.2424
O -1.3881 -2.9396 0.8006
```

Energy above the lowest of the compared OMol25 structures with the same formula, charge and spin: 1.439 eV
Orbital gap: 9.7 eV
HOMO energy: -6.378 eV
LUMO: 0.121 Eh
Net charge: -1

Entry 3:
C4H20O12 | ωB97M-V with the def2-TZVPD basis set

```
36
C4H20O12 (ωB97M-V with the def2-TZVPD basis set)
O 1.9341 2.2524 -0.0913
C 0.7437 2.0286 -0.3592
O -0.2408 2.5706 0.2243
C 0.4680 1.2825 -1.7734
C 1.3730 0.0788 -1.9207
C 0.5498 -1.2081 -1.6338
O 0.0733 -1.7573 -2.6710
O 0.1683 -1.4469 -0.4656
H -0.5621 0.9256 -1.8184
H 0.6696 1.9518 -2.5976
H 2.1488 0.1081 -1.1568
H 1.8262 0.0319 -2.9004
H -2.9240 1.2572 1.7096
H -3.4033 -0.0692 2.2937
O -3.1113 0.8126 2.5804
H -2.5887 1.2924 -0.5998
H -1.6829 2.1567 0.4353
O -2.6709 1.9211 0.1251
H -0.3037 -0.8501 2.7280
H -1.5212 -0.1081 3.0700
O -0.9741 -0.8326 3.4239
H 3.2372 0.4458 1.7257
H 3.4525 0.8105 0.1820
O 3.7038 0.2176 0.8974
H -2.6044 -1.4879 -2.1591
H -2.5085 -0.0280 -2.6051
O -3.1998 -0.6774 -2.4274
H 1.6037 -0.1402 3.1649
H 1.8063 1.2286 2.4667
O 2.1843 0.6373 3.1377
H -1.2877 -2.5423 -2.3506
H -1.4950 -2.4906 -0.8891
O -2.0059 -2.8035 -1.6597
H 1.3141 -2.1859 0.4256
H 2.8688 -1.8797 0.5878
O 2.1602 -2.4733 0.8939
```

Energy above the lowest of the compared OMol25 structures with the same formula, charge and spin: 0.000 eV
Orbital gap: 8.8 eV
HOMO energy: -3.174 eV
LUMO: 0.208 Eh
Net charge: -2

Entry 4:
C4H21N2O6 | ωB97M-V with the def2-TZVPD basis set

```
33
C4H21N2O6 (ωB97M-V with the def2-TZVPD basis set)
C -1.4764 1.0184 -0.1035
O -0.9705 0.5088 -1.3022
C -1.8472 -0.0686 0.9324
C -0.6111 -0.6795 1.5881
C -0.0124 0.2774 2.6542
N 1.4802 0.2680 2.6722
N -2.6665 -1.0948 0.2814
H -2.3816 1.5851 -0.3420
H -0.7064 1.7030 0.2892
H -2.4981 0.4811 1.6271
H -0.7778 -1.6335 2.0728
H 0.1162 -0.6898 0.7795
H -0.2456 1.3088 2.3849
H -0.2933 -0.0048 3.6673
H 1.8294 0.3314 1.7223
H 1.7996 -0.6066 3.0740
H -3.6393 -0.8463 0.2241
H -2.2718 -1.2919 -0.6279
H 2.9904 -0.4660 -0.4054
H 3.5783 -1.7543 0.1867
O 3.6695 -0.7987 0.2180
H 0.7327 -2.5591 -1.1593
H 2.0340 -2.2353 -0.8084
O 1.5600 -3.0455 -1.0358
H 1.4574 0.0800 -2.0378
H 0.0376 -0.0444 -1.2173
O 1.2236 -0.5075 -1.3070
H -0.6215 0.3709 -3.3139
H 0.5116 -0.6859 -3.2537
O 0.0085 -0.1264 -3.8608
H -1.9078 3.6427 0.7871
H -0.8297 3.8107 -0.2920
O -1.3482 4.3009 0.3529
```

Energy above the lowest of the compared OMol25 structures with the same formula, charge and spin: 0.997 eV
Orbital gap: 9.0 eV
HOMO energy: -5.713 eV
LUMO: 0.121 Eh
Net charge: -1

Entry 5:
C4H21N2O6 | ωB97M-V with the def2-TZVPD basis set

```
33
C4H21N2O6 (ωB97M-V with the def2-TZVPD basis set)
O -0.4408 -1.4182 0.1279
C 0.5252 -0.8166 0.6204
C 1.1780 0.2592 0.0846
C 0.9235 0.5224 -1.3791
C -0.4124 1.4673 -1.5603
N -1.5643 0.6270 -1.0493
N 2.3952 0.7391 0.7561
H 0.7815 -1.1973 1.7062
H -1.2337 -0.4364 -0.7726
H 0.7760 -0.4691 -2.0215
H 1.7611 0.9899 -1.8670
H -0.6517 1.7800 -2.6676
H -0.4337 2.4729 -1.0780
H -2.4441 0.5124 -1.5974
H -1.9095 1.0427 -0.2688
H 2.2704 1.5756 1.4225
H 2.7955 -0.0523 1.3261
H 3.0061 0.9498 0.1075
H -0.1757 -3.0577 1.2536
H 0.2788 -3.6378 2.5009
O 0.6559 -3.2335 1.7444
H -4.4590 1.5508 0.4773
H -5.0528 0.0255 0.4025
O -4.2022 0.7182 0.4388
H -0.8435 4.0079 1.9063
H -0.0725 5.2260 1.6089
O -0.8689 4.7544 1.2221
H -0.4516 -1.8303 -2.8321
H -1.2245 -1.4527 -4.0325
O -1.2351 -1.4393 -3.0650
H 4.0083 -2.3769 2.4490
H 3.0681 -2.6614 1.2163
O 3.7292 -2.0214 1.5593
```

Energy above the lowest of the compared OMol25 structures with the same formula, charge and spin: 3.873 eV
Orbital gap: 8.5 eV
HOMO energy: -11.323 eV
LUMO: -0.104 Eh
Net charge: +1

Entry 6:
C4H21NO7V | ωB97M-V with the def2-TZVPD basis set

```
34
C4H21NO7V (ωB97M-V with the def2-TZVPD basis set)
V 2.0943 1.4769 -0.7894
O 3.4918 -0.2369 -2.7645
H 2.8222 -0.9452 -2.8315
O 4.4099 0.8449 1.1791
H 5.0078 0.8888 1.9505
C -0.9913 -2.2106 -1.6976
C -1.6961 -1.3986 -0.6110
C -2.7313 -2.3029 0.2191
O -3.3292 -1.5450 1.2999
C -4.5485 -2.1888 1.8218
N -0.7396 -0.8979 0.3624
H -0.2937 -1.6384 -2.3092
H -1.7402 -2.5862 -2.3948
H -0.4316 -3.0052 -1.2043
H -2.1846 -0.5381 -1.0681
H -2.2170 -3.2257 0.4874
H -3.5253 -2.5635 -0.4808
H -5.4044 -1.8329 1.2483
H -4.6321 -1.8693 2.8605
H -4.4031 -3.2678 1.7697
H -0.2962 -1.7203 0.7461
H -1.2090 -0.4230 1.1202
O 0.1902 3.0426 -2.9693
H 0.4945 3.9033 -3.2574
H -0.7644 3.1003 -3.0079
O 3.9724 4.1789 -1.4443
H 4.8793 3.9006 -1.3170
H 4.0383 4.9852 -1.9560
O 0.8908 3.3931 1.2988
H 0.7938 4.3357 1.1634
H 0.2270 3.1750 1.9530
O 2.4096 -1.2408 3.3850
H 2.9713 -0.6111 2.9332
H 2.4446 -0.9770 4.3045
```

Orbital gap (alpha / beta): 5.3 / 5.5 eV
HOMO energy (alpha / beta): -6.721 / -6.752 eV
LUMO (alpha / beta): -0.052 / -0.047 Eh
Multiplicity: 4
Expectation value of S²: 3.9714